# 1
Molecular formula: C16H37LaNSi4Te
Method: DFT, ωB97M-V with the def2-TZVPD basis set

Last column: Löwdin charge in e.
CARTESIAN COORDINATES (ANGSTROEM)
C: 1.457 -1.494 0.338  -0.2876
C: 0.504 -2.153 -0.485  -0.2273
C: -0.710 -2.248 0.228  -0.2055
C: -0.518 -1.653 1.497  -0.2726
C: 0.818 -1.177 1.567  -0.3237
La: -0.095 0.792 0.076  1.3021
N: 1.102 2.573 1.399  -0.5187
C: 0.901 0.870 -1.877  -0.4085
C: 0.083 0.225 -2.765  -0.1207
H: -1.630 -2.794 -0.084  0.1022
H: 0.707 -2.592 -1.483  0.0972
H: -1.270 -1.583 2.313  0.0830
H: 1.253 -0.593 2.407  0.0975
H: 2.533 -1.307 0.110  0.1073
H: 0.257 -0.760 -3.040  0.0155
H: 0.667 2.071 -1.867  0.1054
H: 1.893 2.948 0.903  -0.2938
H: -0.601 0.802 -3.426  0.0618
H: 1.683 0.183 -1.157  0.0959
C: -2.721 5.187 3.938  -0.2297
Si: -3.265 4.837 2.170  0.3041
C: -4.958 5.590 1.843  -0.2371
C: -1.975 5.483 0.959  -0.2235
Si: -3.500 2.528 1.827  -0.0293
Te: -1.296 1.772 2.706  0.3777
Si: -5.189 1.552 3.122  0.3124
C: -6.820 2.289 2.548  -0.2339
C: -5.111 -0.303 2.812  -0.2271
C: -4.855 1.967 4.928  -0.2265
Si: -3.655 2.016 -0.449  0.3259
C: -5.252 2.863 -0.964  -0.2320
C: -2.198 2.843 -1.360  -0.2508
C: -3.740 0.137 -0.697  -0.2229
H: -2.504 6.263 4.022  0.0226
H: -1.814 4.626 4.195  0.0037
H: -3.501 4.936 4.670  0.0134
H: -4.844 6.680 1.936  0.0198
H: -5.340 5.369 0.840  0.0080
H: -5.703 5.263 2.580  0.0102
H: -1.063 4.872 0.949  0.0109
H: -2.366 5.544 -0.066  0.0163
H: -1.706 6.502 1.278  0.0240
H: -7.069 1.995 1.521  0.0096
H: -7.603 1.897 3.214  0.0192
H: -6.839 3.384 2.609  0.0078
H: -4.091 -0.687 2.941  0.0176
H: -5.765 -0.808 3.538  0.0206
H: -5.452 -0.567 1.801  0.0141
H: -3.836 1.679 5.217  0.0177
H: -4.981 3.038 5.137  0.0156
H: -5.565 1.407 5.554  0.0205
H: -5.183 3.955 -0.862  0.0156
H: -5.395 2.622 -2.028  0.0229
H: -6.132 2.516 -0.408  0.0129
H: -1.390 3.194 -0.709  -0.0200
H: -1.817 2.204 -2.170  -0.0021
H: -2.655 3.727 -1.814  0.0320
H: -3.154 -0.369 0.077  0.0021
H: -4.789 -0.182 -0.616  0.0271
H: -3.386 -0.138 -1.694  0.0211

Calculated values
Gap between HOMO and LUMO (alpha / beta), eV: 4.6 / 4.6
Total charge: -1
Highest occupied orbital energy (alpha / beta), hartree: -0.087 / -0.087
E, eV: -58343.78425
Maximum force, eV/Å: 7.22


# 2
Molecular formula: C16H39B3O9
Method: DFT, ωB97M-V with the def2-TZVPD basis set

Last column: natural (NBO) charge in e.
CARTESIAN COORDINATES (ANGSTROEM)
C: 4.128 -0.286 3.997  -0.6451
C: 4.120 -1.821 4.655  -0.4104
C: 3.804 -2.846 3.402  -0.4074
C: 3.609 -4.413 3.851  -0.8161
B: 4.795 -5.432 3.329  1.1961
O: 5.914 -5.060 2.417  -0.9115
B: 7.132 -5.453 3.210  1.0085
O: 7.360 -6.891 3.586  -0.8996
B: 6.114 -7.221 4.365  1.0009
O: 4.786 -6.829 3.840  -0.9207
H: 3.469 0.463 4.640  0.2149
H: 3.609 -0.349 2.945  0.2288
H: 5.234 0.075 3.843  0.2132
H: 3.182 -1.908 5.387  0.1993
H: 5.113 -2.058 5.236  0.2068
H: 2.766 -2.486 2.937  0.2080
H: 4.611 -2.663 2.575  0.2227
H: 2.574 -4.834 3.442  0.2583
H: 3.552 -4.559 5.035  0.2519
H: 7.882 -4.613 3.579  -0.1030
H: 6.135 -7.746 5.430  -0.0994
C: -1.052 -2.098 -0.205  -0.2536
O: -1.083 -0.714 0.093  -0.5471
C: -0.797 -0.398 1.449  -0.0889
C: 0.371 0.594 1.603  -0.0799
O: 1.648 0.199 1.099  -0.5433
C: 1.766 -0.035 -0.306  -0.0807
C: 1.494 1.144 -1.251  -0.0908
O: 0.150 1.611 -1.171  -0.5511
C: 0.030 2.992 -0.865  -0.2564
H: -2.073 -2.494 -0.207  0.1775
H: -0.639 -2.222 -1.212  0.1847
H: -0.426 -2.669 0.485  0.1704
H: -0.584 -1.298 2.037  0.1699
H: -1.695 0.063 1.870  0.1815
H: 0.517 0.747 2.679  0.1860
H: 0.108 1.579 1.219  0.1745
H: 1.181 -0.909 -0.587  0.1766
H: 2.809 -0.335 -0.462  0.1869
H: 1.651 0.807 -2.278  0.1835
H: 2.216 1.946 -1.054  0.1726
H: 0.894 3.383 -0.315  0.1737
H: -0.857 3.129 -0.243  0.1852
H: -0.107 3.561 -1.791  0.1766
C: -4.018 2.949 -0.838  -0.2525
O: -3.693 3.337 -2.160  -0.5500
C: -2.890 2.401 -2.867  -0.0936
C: -3.520 1.953 -4.199  -0.0799
O: -4.789 1.298 -4.146  -0.5402
C: -5.900 2.040 -3.638  -0.0803
C: -6.319 3.307 -4.396  -0.0909
O: -5.306 4.309 -4.391  -0.5463
C: -4.914 4.748 -5.683  -0.2550
H: -3.341 3.446 -0.134  0.1690
H: -5.037 3.287 -0.623  0.1822
H: -3.988 1.866 -0.691  0.1755
H: -2.670 1.517 -2.258  0.1834
H: -1.938 2.893 -3.087  0.1771
H: -2.833 1.222 -4.644  0.1855
H: -3.553 2.771 -4.918  0.1700
H: -5.755 2.244 -2.577  0.1757
H: -6.750 1.349 -3.676  0.1841
H: -7.191 3.736 -3.896  0.1815
H: -6.623 3.041 -5.416  0.1703
H: -5.087 3.995 -6.459  0.1703
H: -3.845 4.970 -5.659  0.1850
H: -5.453 5.668 -5.934  0.1750

Calculated values
Gap between HOMO and LUMO, eV: 9.2
Total charge: 0
Highest occupied orbital energy, hartree: -0.329
SMILES string: CCCCB1OBOBO1.COCCOCCOC.COCCOCCOC
E, eV: -37679.92213
Maximum force, eV/Å: 5.10


# 3
Molecular formula: C16H39BClNbO5P
Method: DFT, ωB97M-V with the def2-TZVPD basis set

Last column: natural (NBO) charge in e.
CARTESIAN COORDINATES (ANGSTROEM)
C: -1.781 0.901 5.500  -0.6428
C: -1.604 0.241 3.974  -0.0973
O: -1.247 -1.214 4.037  -0.8025
B: -1.505 -1.833 2.690  0.7195
O: -2.884 -2.166 2.205  -1.0269
Nb: 0.274 -2.238 1.305  1.2063
C: -1.049 -3.328 -0.263  -0.9065
C: -0.238 -3.630 -1.663  -0.4153
C: -0.218 -2.322 -2.703  -0.4415
C: 1.340 -1.816 -2.753  -0.4303
C: 1.679 -0.713 -3.917  -0.4204
C: 0.375 0.036 -4.569  -0.4094
C: -0.233 1.265 -3.611  -0.4235
C: 0.846 2.493 -3.389  -0.4139
C: 0.430 3.564 -2.220  -0.4416
C: -1.150 4.002 -2.231  -0.0787
O: -1.710 3.663 -0.912  -0.5647
C: -2.274 4.846 -0.233  -0.2705
C: 1.732 -1.013 2.611  -0.9395
C: 2.501 -1.925 3.738  -0.1556
C: 4.109 -1.472 3.666  -0.6440
Cl: 1.831 -1.341 5.407  -0.1397
P: -0.246 -0.077 0.057  0.9469
O: -1.923 0.015 -0.450  -1.0155
O: 0.046 1.352 1.011  -0.9969
H: -0.924 1.662 5.760  0.2093
H: -2.802 1.511 5.475  0.1926
H: -1.906 0.067 6.332  0.2286
H: -0.764 0.884 3.451  0.1846
H: -2.618 0.421 3.412  0.1705
H: -2.896 -3.150 2.015  0.5028
H: 1.691 -2.652 0.260  -0.4433
H: 0.576 -3.766 2.225  -0.2991
H: -1.987 -2.657 -0.572  0.2059
H: -1.448 -4.315 0.250  0.2257
H: -0.663 -4.602 -2.157  0.1809
H: 0.886 -3.879 -1.356  0.2196
H: -0.539 -2.780 -3.758  0.1957
H: -0.997 -1.494 -2.394  0.2264
H: 1.698 -1.488 -1.672  0.2458
H: 1.993 -2.782 -3.013  0.1985
H: 2.263 -1.258 -4.797  0.1959
H: 2.468 0.041 -3.446  0.2066
H: -0.470 -0.693 -4.955  0.2211
H: 0.770 0.597 -5.546  0.1910
H: -0.732 0.873 -2.628  0.2324
H: -1.119 1.734 -4.260  0.1898
H: 0.910 3.060 -4.437  0.1870
H: 1.942 2.136 -3.155  0.2147
H: 0.695 3.118 -1.145  0.2505
H: 1.122 4.531 -2.322  0.1978
H: -1.752 3.583 -3.146  0.1917
H: -1.167 5.187 -2.347  0.1632
H: -2.362 4.604 0.931  0.1994
H: -1.623 5.815 -0.310  0.1749
H: -3.352 5.025 -0.705  0.1765
H: 1.177 -0.076 3.099  0.2518
H: 2.513 -0.532 1.850  0.2261
H: 2.355 -3.075 3.573  0.2411
H: 4.550 -1.897 2.667  0.2175
H: 4.151 -0.285 3.561  0.2181
H: 4.630 -1.858 4.640  0.2104
H: -2.477 -0.606 0.118  0.5116
H: -0.891 1.705 1.216  0.4906

Calculated values
Gap between HOMO and LUMO, eV: 6.2
Total charge: -1
Highest occupied orbital energy, hartree: -0.154
E, eV: -51489.57900
Maximum force, eV/Å: 3.84


# 4
Molecular formula: C16H39BN2O4P
Method: DFT, ωB97M-V with the def2-TZVPD basis set

Last column: natural (NBO) charge in e.
CARTESIAN COORDINATES (ANGSTROEM)
C: 0.126 -3.812 -0.693  -0.6116
C: 1.131 -3.104 -1.607  -0.4118
C: 1.971 -2.054 -0.881  -0.0452
O: 1.385 -0.788 -1.069  -0.5996
C: 1.901 0.256 -0.210  -0.4142
P: 0.554 1.288 0.793  0.8683
C: 1.945 1.695 2.124  -0.9605
C: -0.775 0.932 -0.612  -0.7271
C: -0.420 1.561 -1.958  -0.3970
C: -1.242 0.993 -3.124  -0.4062
C: -0.666 -0.337 -3.639  -0.2329
N: -1.712 -1.382 -3.687  -0.6829
C: -1.258 -2.631 -4.190  0.7058
C: -2.009 -3.832 -3.674  -0.7208
O: -0.306 -2.751 -4.937  -0.5817
C: -0.062 -0.319 1.686  -0.4027
O: 0.301 -0.433 3.075  -0.5708
C: 1.218 -1.452 3.352  -0.0445
C: 1.405 -1.560 4.864  -0.6261
B: -0.726 2.459 1.777  1.0460
O: -1.911 2.022 2.409  -1.0337
N: -0.460 3.937 1.837  -0.8095
C: -1.247 4.666 0.859  -0.4036
C: -0.712 4.454 3.183  -0.4075
H: -0.675 -3.123 -0.405  0.2193
H: -0.320 -4.686 -1.179  0.1888
H: 0.609 -4.159 0.228  0.1975
H: 0.564 -2.554 -2.367  0.2120
H: 1.776 -3.836 -2.103  0.1917
H: 3.014 -2.060 -1.238  0.1533
H: 2.007 -2.289 0.198  0.1557
H: 2.620 -0.200 0.481  0.1610
H: 2.463 0.963 -0.843  0.1670
H: 0.972 2.503 0.035  -0.1938
H: 1.493 2.015 3.074  0.1996
H: 2.538 2.539 1.749  0.2036
H: 2.628 0.869 2.342  0.1865
H: -0.995 -0.136 -0.748  0.2040
H: -1.727 1.387 -0.285  0.1782
H: 0.643 1.397 -2.175  0.2026
H: -0.583 2.644 -1.906  0.1900
H: -1.296 1.707 -3.955  0.1831
H: -2.273 0.817 -2.786  0.1936
H: -0.209 -0.196 -4.625  0.1769
H: 0.121 -0.690 -2.967  0.2334
H: -2.466 -1.059 -4.290  0.3752
H: -2.394 -4.421 -4.513  0.2230
H: -1.299 -4.455 -3.123  0.2450
H: -2.824 -3.551 -3.009  0.2264
H: -1.159 -0.348 1.659  0.1852
H: 0.295 -1.211 1.151  0.1633
H: 2.189 -1.254 2.865  0.1510
H: 0.858 -2.414 2.948  0.1465
H: 1.183 -0.596 5.325  0.2234
H: 0.742 -2.319 5.294  0.1926
H: 2.430 -1.857 5.105  0.1937
H: -2.689 2.361 1.955  0.4767
H: -0.921 4.404 -0.154  0.2123
H: -1.099 5.747 0.982  0.1826
H: -2.337 4.489 0.946  0.1323
H: -1.765 4.739 3.349  0.1537
H: -0.075 5.329 3.369  0.1802
H: -0.467 3.698 3.933  0.2028

Calculated values
Gap between HOMO and LUMO, eV: 5.8
Total charge: -1
Highest occupied orbital energy, hartree: -0.107
E, eV: -38357.67562
Maximum force, eV/Å: 0.66
Energy relative to the best compared isomer or geometry (same formula, charge and spin), kJ/mol: 0.0